{"formula": "C35H80F2N7O8", "method": "ωB97M-V with the def2-TZVPD basis set", "species": ["F", "F", "O", "O", "O", "O", "O", "O", "O", "O", "N", "N", "N", "N", "N", "N", "N", "C", "C", "C", "C", "C", "C", "C", "C", "C", "C", "C", "C", "C", "C", "C", "C", "C", "C", "C", "C", "C", "C", "C", "C", "C", "C", "C", "C", "C", "C", "C", "C", "C", "C", "C", "H", "H", "H", "H", "H", "H", "H", "H", "H", "H", "H", "H", "H", "H", "H", "H", "H", "H", "H", "H", "H", "H", "H", "H", "H", "H", "H", "H", "H", "H", "H", "H", "H", "H", "H", "H", "H", "H", "H", "H", "H", "H", "H", "H", "H", "H", "H", "H", "H", "H", "H", "H", "H", "H", "H", "H", "H", "H", "H", "H", "H", "H", "H", "H", "H", "H", "H", "H", "H", "H", "H", "H", "H", "H", "H", "H", "H", "H", "H", "H"], "positions_angstrom": [[2.540823, -0.936221, -2.742927], [3.102137, 0.434029, -5.984136], [1.965103, 1.183778, -2.645519], [-3.278276, -0.841173, -4.109288], [1.357285, 1.649651, -6.167665], [2.103258, -6.768012, 1.299802], [-4.139158, 3.566642, 7.017945], [6.844358, 5.665287, -0.420802], [-3.938359, -0.304337, 2.811091], [0.847811, 1.226593, 1.434351], [-2.530148, -1.783323, -4.563048], [1.300577, -4.603564, -0.412526], [-5.960328, 5.561998, 8.007228], [4.400360, 5.063989, 0.969623], [2.881735, -0.325305, 0.181556], [1.208461, 0.164504, -4.483234], [-6.255204, 0.280156, 4.412240], [3.503075, -6.897243, 1.478012], [-6.043858, 2.111239, 2.820029], [4.397029, 5.220645, -0.489929], [1.914735, 0.187562, -3.269123], [-1.423300, -3.870268, -3.617945], [-2.917547, -0.474584, -6.579731], [-1.928109, -1.503647, -5.893063], [1.650859, -2.175688, -5.226423], [-4.095680, -0.052187, 1.424905], [3.085603, -3.731919, 1.005324], [0.301012, 0.664925, 2.612561], [-1.574999, -2.322575, -3.560032], [0.513908, -1.171400, -4.802450], [1.840045, 0.786483, -5.584760], [-2.062814, -2.789802, -6.783395], [-5.338557, 4.609610, 8.933611], [1.683609, -4.336335, 0.981488], [-3.963570, 0.852479, 3.633307], [1.538365, -5.592492, 1.857611], [1.787553, -2.422911, -6.775024], [1.692659, -3.591586, -4.535900], [-4.872195, 3.333922, 8.210534], [-2.768232, 3.866847, 7.214282], [-5.373186, 1.366968, 3.970842], [2.207057, 1.627246, 1.534971], [4.309715, 3.840785, -1.132931], [3.216958, 0.480931, 1.354691], [-0.262105, -1.484596, -3.469120], [5.597158, 6.052565, -0.974478], [1.152002, -4.789701, -5.423136], [-2.285174, -2.079685, -2.159757], [3.339023, -0.426704, 2.575128], [7.455651, 4.554281, -1.052627], [-4.225791, 5.319969, 9.698615], [-0.547984, -0.779687, -5.890866], [0.705369, 1.128062, 3.517401], [3.745324, -7.960491, 1.457330], [4.039283, -6.421743, 0.654199], [2.641684, -3.104659, -6.955843], [4.200900, 0.931365, 1.189171], [0.236604, -4.541081, -5.977519], [1.969987, -5.098972, -6.102072], [-4.311918, 2.672114, 8.883800], [-5.313428, 5.699941, 7.233155], [1.013618, -5.636370, -4.717559], [0.467457, -0.414945, 2.629716], [0.330374, -4.910998, -0.430679], [4.237589, -1.042049, 2.498256], [1.925367, -5.421861, 2.870393], [-0.177853, -0.758319, -6.931910], [-5.268409, 2.077100, 4.797270], [5.320501, 4.718024, 1.235372], [1.902076, -0.593441, 0.261990], [7.260138, 4.535576, -2.128382], [-3.631512, 0.891360, 1.124253], [-6.899027, 2.680442, 3.188177], [-5.763061, 2.780214, 7.899854], [3.319451, 3.411814, -0.973807], [8.532313, 4.632852, -0.897592], [2.643658, -1.740949, -4.991785], [-6.092741, 4.307573, 9.667005], [0.363970, -1.933098, -2.674346], [-0.634232, -4.258636, -2.945231], [-5.352672, 2.815937, 2.351558], [-3.318603, -2.460890, -2.151177], [-2.185186, -1.040594, -1.809180], [-0.808019, 0.281404, -5.678805], [-2.816777, 0.546081, -6.177557], [-2.656461, -3.541191, -6.220037], [-2.367993, -4.280478, -3.190033], [-1.120891, -3.280642, -7.080841], [7.124410, 3.621433, -0.591213], [3.490838, 5.766013, -0.771527], [-3.557186, 5.876981, 9.041598], [1.820242, -5.424493, -0.717538], [-3.612317, -0.864638, 0.880454], [2.494783, -1.110799, 2.672612], [-5.153150, -0.057776, 1.152546], [-0.777899, 0.827861, 2.591335], [4.474959, 3.899817, -2.211256], [1.291338, -3.628527, -3.510954], [-5.854362, -0.149922, 5.242360], [-2.632608, -0.414250, -7.656045], [-3.483013, 0.553700, 4.569759], [5.029468, 3.135349, -0.714799], [2.362825, 2.335837, 0.719085], [-2.649171, -2.584374, -7.699383], [2.378617, 2.180062, 2.467389], [-6.204751, -0.456242, 3.710785], [3.415572, 0.157028, 3.495711], [5.652837, 6.076162, -2.070494], [2.068272, -1.481628, -7.301515], [5.443188, 7.085164, -0.648154], [-4.651572, 6.038914, 10.400310], [0.470593, -5.806493, 1.964111], [-2.626443, 4.942228, 7.339726], [-2.228918, 3.568623, 6.314142], [-2.347748, 3.326254, 8.066767], [-3.962759, -0.824243, -6.553540], [4.355653, 5.985178, 1.398653], [2.903266, 0.258239, -0.650273], [-6.420109, 1.437657, 2.049258], [-1.367728, -4.295395, -4.633028], [0.999596, -3.580682, 1.382745], [3.797289, -4.296059, 0.400600], [2.769517, -3.853798, -4.419545], [3.834399, -6.484042, 2.434628], [-0.609695, -0.502097, -3.072294], [3.066020, -2.717002, 0.603848], [-3.338988, 1.645774, 3.201354], [0.862226, -2.775890, -7.256036], [-6.765973, 5.118558, 7.572409], [-1.707993, -2.710325, -1.440690], [-3.627487, 4.608919, 10.273442], [3.472371, -3.677500, 2.026304]], "forces_ev_per_angstrom": [[-1.1021, 0.8059, -1.3774], [-0.3467, -0.8295, 1.1800], [0.5576, 0.5255, 0.6856], [-0.0647, -0.4111, -0.1453], [-1.7874, 2.3904, -1.9440], [0.0699, 0.1503, 0.2312], [0.0931, -0.1586, 0.2304], [-0.0905, -0.0083, -0.2744], [0.1405, 0.2613, -0.0506], [0.1070, 0.1244, 0.2300], [1.5759, 1.1268, 0.2723], [-0.2621, -0.0765, 0.0461], [-0.0785, -0.2464, -0.0924], [0.0718, 0.2179, -0.0167], [0.0428, 0.0694, -0.1106], [0.9696, -2.5663, -0.0819], [0.2241, -0.0783, 0.0990], [-0.0659, -0.2076, -0.2498], [-0.0642, 0.2040, -0.0118], [0.2992, -0.2832, 0.0632], [0.5003, 0.2771, 0.6015], [-1.0442, -0.2132, -0.0955], [0.6884, -0.1076, -0.7517], [-1.6839, 0.3739, -2.0719], [0.5874, -1.3706, -0.7762], [-0.0685, -0.3066, 0.0403], [0.0070, 0.2321, -0.0080], [-0.1950, -0.1044, -0.2954], [-0.6780, -0.4200, 2.2926], [-0.0644, -0.0346, -0.0224], [1.2395, -0.5251, 1.0127], [-0.1483, -0.6165, 0.4258], [0.3257, 0.1635, -0.1942], [0.4533, -0.1845, -0.0995], [0.0429, -0.0278, 0.2791], [-0.3527, 0.0321, -0.0342], [0.2079, 1.1013, 0.0862], [0.4305, -0.6113, -0.7207], [-0.3110, -0.0953, -0.0050], [-0.0640, 0.1148, -0.3210], [-0.0898, -0.1142, -0.2987], [0.1669, 0.1667, -0.1717], [-0.1716, -0.0986, -0.1446], [-0.4158, -0.1009, 0.1530], [-0.3939, 0.3029, -0.3757], [-0.1361, 0.2391, 0.1036], [0.7796, 0.2966, 1.1828], [1.2909, -0.8207, 0.2357], [0.2097, -0.0512, 0.1258], [0.1398, 0.0244, 0.2947], [0.0156, 0.0318, 0.2339], [-0.4104, 0.4089, 0.6444], [0.0861, -0.0408, -0.0140], [-0.0901, 0.0020, 0.0331], [0.1449, 0.0878, 0.1327], [-0.6630, 0.1907, 0.0869], [-0.0804, 0.1096, -0.0564], [0.3647, -0.3691, 0.2430], [-0.7132, 0.1844, 0.0740], [0.0982, 0.0985, 0.0273], [-0.0028, 0.0925, 0.0921], [-0.3161, 0.3630, -0.6231], [0.0298, -0.0106, 0.2425], [0.0071, 0.0741, -0.0026], [-0.0467, 0.0051, -0.0502], [0.1289, 0.0481, -0.0516], [0.0480, -0.2751, 0.5626], [0.1122, -0.0773, 0.0320], [-0.0856, -0.0724, -0.0196], [0.0672, -0.0379, 0.0372], [-0.0824, -0.0230, 0.0141], [-0.0577, 0.0417, 0.0350], [0.0200, -0.0676, 0.0228], [0.0258, 0.0372, -0.0822], [0.0284, 0.0477, -0.0123], [-0.0298, 0.0855, 0.0018], [-0.8833, 0.0517, 0.2248], [-0.0246, -0.0788, -0.0858], [-0.1758, 0.1365, -0.5741], [-0.1818, 0.4424, -0.6132], [-0.0086, -0.0302, -0.0056], [0.4019, 0.4540, -0.1375], [-0.4507, -0.4129, -0.2875], [0.2893, -0.6526, 0.0379], [-0.2934, -0.5563, 0.0739], [0.3730, 0.3936, -0.3706], [0.4989, 0.2197, -0.3871], [-0.3140, 0.3594, 0.1836], [-0.0177, -0.1001, -0.1867], [0.0649, 0.0836, 0.0279], [-0.0448, -0.0622, -0.0538], [0.0550, 0.1096, -0.0181], [0.0472, 0.0050, 0.0708], [-0.0308, 0.0675, -0.0446], [0.0231, 0.1642, -0.1281], [0.0218, 0.0471, -0.0333], [0.0081, -0.0277, 0.0208], [0.0168, 0.2280, -0.5398], [-0.1023, 0.0780, 0.0428], [-0.0708, -0.0450, 0.6523], [-0.0262, -0.0781, -0.0281], [0.0498, 0.0955, 0.0244], [-0.0861, -0.0150, 0.0180], [0.4883, 0.0106, 0.4393], [-0.0173, -0.0959, 0.0617], [-0.1014, 0.0775, -0.0043], [-0.0342, -0.0007, -0.0234], [0.0024, -0.1396, -0.0100], [-0.2486, -0.4784, 0.3559], [0.0657, -0.0285, 0.0588], [-0.0230, -0.0112, -0.0722], [0.0258, -0.0781, -0.0516], [0.1392, -0.0270, 0.1547], [-0.0666, -0.0559, 0.0018], [-0.0469, 0.0478, 0.0532], [0.4936, 0.1730, 0.2102], [-0.1245, -0.0594, 0.0213], [0.1148, -0.0216, 0.0557], [0.0633, -0.0429, 0.0421], [0.3993, 0.2625, 0.5293], [-0.0771, -0.0916, 0.0129], [-0.0872, -0.0972, 0.0230], [-0.5902, 0.4043, 0.1105], [-0.0144, 0.0831, -0.0311], [0.3292, -0.4714, -0.3979], [0.0252, -0.0893, -0.0146], [-0.0948, 0.0322, -0.1091], [0.5193, -0.1356, 0.2404], [-0.0527, 0.0963, 0.0907], [-0.3622, 0.4207, -0.3211], [0.0039, 0.0135, -0.0288], [-0.0082, -0.0402, -0.0140]], "largest_force_ev_per_a": 3.562, "s_squared": 0.75, "orbital_gap_ev": [9.256, 9.032], "charge": 0, "total_energy_ev": -69832.1944, "lumo_ev": [0.53, 0.11], "spin_multiplicity": 2}